(1)
C2H5BO in the gas phase at a distorted geometry. Source: the Open Molecules 2025 dataset; level of theory: ωB97M-V/def2-TZVPD.

ORCA input file:
```
! RIJCOSX wB97M-V def2-TZVPD def2/J DEFGRID3
* xyz 0 1
B -1.577 0.487 -0.261
C -0.119 -0.156 -0.072
C 1.339 -0.391 0.137
O -0.990 -0.233 0.952
H -1.757 1.639 -0.269
H -2.211 -0.114 -0.915
H 1.909 -0.085 -0.818
H 1.718 0.220 0.861
H 1.689 -1.367 0.385
*
```

Calculated values
Kohn-Sham gap (eV): 10.4
ΔE to the lowest compared entry with this formula, charge and spin (kcal/mol): 77.7
HOMO (Eh): -0.3862
Max |F| (eV Å⁻¹): 4.362
Electronic energy (a.u.): -179.2106

(2)
2 unconnected molecules or ions with the total composition C2H5BO4 at a distorted geometry. Source: the Open Molecules 2025 dataset; level of theory: ωB97M-V/def2-TZVPD.

ORCA input file:
```
! RIJCOSX wB97M-V def2-TZVPD def2/J DEFGRID3
* xyz 0 1
B -0.504 -0.766 0.107
C 2.764 0.133 0.224
C -1.076 0.594 -0.584
O 3.502 0.067 -0.643
O -0.158 -0.589 1.348
O -0.342 -1.975 -0.541
O -0.867 1.667 0.355
H -0.714 0.986 -1.679
H -2.146 0.517 -0.738
H -0.385 0.366 1.720
H -0.209 -2.730 -0.033
H 0.135 1.730 0.464
*
```

Calculated values
Kohn-Sham gap (eV): 11.1
ΔE to the lowest compared entry with this formula, charge and spin (kcal/mol): 12.6
HOMO (Eh): -0.3855
Max |F| (eV Å⁻¹): 4.679
Electronic energy (a.u.): -405.0839

(3)
2 unconnected molecules or ions with the total composition C2H5Br2OP at a distorted geometry. Source: the Open Molecules 2025 dataset; level of theory: ωB97M-V/def2-TZVPD.

ORCA input file:
```
! RIJCOSX wB97M-V def2-TZVPD def2/J DEFGRID3
* xyz 0 1
C 1.891 -0.994 -0.096
C -1.029 1.341 0.444
O -0.854 -0.155 -1.958
P -0.470 -0.203 -0.554
Br -2.780 1.834 -0.202
Br -1.380 -1.914 0.780
H 2.580 -0.189 -0.468
H 1.811 -1.176 0.882
H 1.823 -1.804 -0.777
H -0.350 2.165 0.406
H -1.243 1.096 1.543
*
```

Calculated values
Kohn-Sham gap (eV): 8.8
ΔE to the lowest compared entry with this formula, charge and spin (kcal/mol): 60.0
HOMO (Eh): -0.3533
Max |F| (eV Å⁻¹): 5.911
Electronic energy (a.u.): -5643.7909

(4)
C2H5BrN2O in the gas phase at a distorted geometry. Source: the Open Molecules 2025 dataset; level of theory: ωB97M-V/def2-TZVPD.

ORCA input file:
```
! RIJCOSX wB97M-V def2-TZVPD def2/J DEFGRID3
* xyz 0 1
C -1.081 -0.327 -0.771
C 2.290 -1.182 0.352
N 0.981 -1.088 -0.467
N 0.024 -0.619 0.203
O -0.115 -0.393 1.398
Br 3.466 0.267 -0.232
H -2.135 -0.413 -0.061
H -1.085 -1.025 -1.583
H -0.891 0.717 -1.113
H 2.682 -2.146 0.191
H 1.928 -0.962 1.374
*
```

Calculated values
Kohn-Sham gap (eV): 10.4
ΔE to the lowest compared entry with this formula, charge and spin (kcal/mol): 63.2
HOMO (Eh): -0.3714
Max |F| (eV Å⁻¹): 4.764
Electronic energy (a.u.): -2837.8497
SMILES: C/[N+]([O-])=N/CBr

Which of these has the highest Kohn-Sham gap?
C2H5BO4

What is the ΔE to the lowest compared entry with this formula, charge and spin in the first record?
77.7 kcal/mol

What is the formula in the third record?
C2H5Br2OP

Which formula does entry 4 have?
C2H5BrN2O